1.
{"formula": "C26H27AuGeNSSi", "method": "ωB97M-V/def2-TZVPD", "s2": 0.77, "multiplicity": 2, "lumo_ev": [0.0265, -3.2773], "gap_ev": [7.178, 3.844], "relative_energy_ev": 0.333, "symbols": ["Au", "Ge", "S", "Si", "N", "C", "C", "C", "C", "C", "C", "C", "C", "C", "C", "C", "C", "C", "C", "C", "C", "C", "C", "C", "C", "C", "C", "C", "C", "C", "C", "H", "H", "H", "H", "H", "H", "H", "H", "H", "H", "H", "H", "H", "H", "H", "H", "H", "H", "H", "H", "H", "H", "H", "H", "H", "H", "H"], "xyz": [[-0.601331, -0.376810, 0.082722], [-0.723558, 0.778303, -1.991045], [-0.684793, -1.604069, 2.204639], [0.942149, -2.426493, 5.056806], [1.387187, -0.218664, 1.535461], [0.145579, 5.451802, -1.703715], [1.615745, -1.311846, 3.663689], [-0.797764, -3.161071, 4.863260], [0.980588, -1.350848, 6.633317], [-3.533770, 1.488635, -2.596760], [-5.326188, -0.093963, -2.795456], [-0.347086, 2.717171, -1.895676], [-4.875262, 1.215076, -2.799539], [0.420008, -0.061097, -3.367020], [2.594189, 0.301856, 1.652603], [-0.131230, -0.735588, -4.448428], [-0.728676, 4.840945, -0.818624], [0.534642, 3.337789, -2.770670], [3.391558, 0.064724, 2.753482], [2.196174, -3.856851, 5.215863], [1.803695, -0.028001, -3.231642], [2.060164, -1.290288, -5.251586], [0.891709, -1.003723, 2.497332], [-2.630324, 0.456026, -2.395609], [2.621037, -0.631384, -4.168974], [0.778067, 4.697102, -2.677365], [-4.434606, -1.132017, -2.573689], [-0.965912, 3.482375, -0.913445], [0.683031, -1.344045, -5.386930], [-3.098563, -0.853763, -2.366022], [2.879605, -0.752901, 3.758576], [1.970666, -0.945755, 6.816988], [4.374039, 0.500853, 2.826159], [3.204176, -3.488678, 5.378758], [-1.640465, 3.002048, -0.214624], [-0.872885, -3.785976, 3.980821], [-1.551479, -2.387395, 4.771843], [-1.046540, -3.770060, 5.726539], [1.937581, -4.492304, 6.056216], [-4.786448, -2.152947, -2.541997], [-1.207238, -0.779625, -4.556342], [0.341426, 6.511479, -1.627480], [2.695012, -1.771716, -5.980741], [-5.571420, 2.027040, -2.947427], [1.469605, 5.168466, -3.360546], [2.210568, -4.476973, 4.324793], [0.700407, -1.941798, 7.498843], [0.242500, -1.871297, -6.220519], [2.912376, 0.927598, 0.828275], [-3.181018, 2.511897, -2.591886], [-6.373658, -0.305272, -2.948724], [0.289267, -0.516455, 6.565016], [3.694954, -0.603098, -4.051323], [1.029763, 2.752852, -3.535218], [-2.402563, -1.660592, -2.165837], [-1.213382, 5.424494, -0.048862], [3.488084, -0.950539, 4.629618], [2.240609, 0.475372, -2.377897]], "forces_ev_per_angstrom": [[-0.4, -0.1, -0.1], [-0.3, -0.2, 0.0], [-0.3, 0.2, -0.6], [0.2, -0.4, 0.9], [0.6, 0.3, 0.0], [0.0, 0.1, 0.0], [-0.7, -0.4, 0.1], [0.5, 0.3, -0.1], [0.0, -0.4, -0.6], [0.1, 0.0, -0.1], [-0.1, 0.1, 0.0], [-0.1, -0.6, -0.2], [-0.2, 0.0, 0.0], [-0.4, 0.3, 0.3], [-0.5, 0.0, -0.4], [-0.1, 0.1, 0.0], [0.0, 0.1, 0.1], [0.0, -0.1, -0.1], [-0.1, -0.4, 0.6], [-0.5, 0.6, -0.1], [-0.1, 0.1, 0.1], [0.0, -0.1, 0.0], [0.7, 0.0, 0.6], [0.5, 0.3, -0.3], [0.1, -0.1, 0.0], [0.1, 0.1, 0.0], [-0.1, -0.1, 0.0], [-0.1, -0.1, 0.1], [0.1, -0.1, -0.1], [0.1, 0.0, -0.1], [0.5, 0.2, 0.0], [0.2, 0.1, 0.0], [0.1, 0.0, 0.0], [0.2, 0.1, 0.0], [-0.1, 0.0, 0.1], [0.0, -0.2, -0.1], [-0.1, 0.1, 0.0], [0.1, -0.1, 0.3], [-0.1, -0.1, 0.2], [0.0, -0.1, 0.0], [-0.1, 0.0, -0.1], [0.0, 0.1, 0.0], [0.1, 0.0, -0.1], [-0.1, 0.1, 0.0], [0.1, 0.1, -0.1], [0.0, -0.1, -0.2], [-0.1, -0.2, 0.2], [0.0, 0.0, -0.1], [0.1, 0.0, 0.0], [0.0, 0.1, -0.1], [-0.1, 0.0, 0.0], [-0.1, 0.1, -0.1], [0.1, 0.0, 0.0], [0.0, 0.0, -0.1], [0.0, -0.1, 0.0], [-0.1, 0.0, 0.1], [0.1, 0.0, 0.1], [0.1, 0.0, 0.1]]}

***

2.
{"formula": "C26H27B2F4N6O6SeY", "method": "ωB97M-V/def2-TZVPD", "lumo_ev": -0.5499, "gap_ev": 7.562, "relative_energy_ev": 0.000, "symbols": ["Y", "Se", "F", "F", "F", "F", "O", "O", "O", "O", "O", "O", "N", "N", "N", "N", "N", "N", "C", "C", "C", "C", "C", "C", "C", "C", "C", "C", "C", "C", "C", "C", "C", "C", "C", "C", "C", "C", "C", "C", "C", "C", "C", "C", "B", "B", "H", "H", "H", "H", "H", "H", "H", "H", "H", "H", "H", "H", "H", "H", "H", "H", "H", "H", "H", "H", "H", "H", "H", "H", "H", "H", "H"], "xyz": [[-0.008156, -0.053588, -0.201146], [-1.088258, 1.637215, -3.118752], [4.231138, 2.064259, 0.999984], [2.405790, 3.499707, 0.996931], [-4.532744, 2.286395, 0.378752], [-2.537991, 3.155198, 1.174869], [2.546066, 1.703438, -0.530859], [-0.458625, -1.942763, 1.109683], [-2.898560, 0.814438, 1.099936], [2.257889, 1.347803, 1.936290], [-1.663526, -1.072295, -1.173496], [-2.689400, 2.196451, -0.972582], [1.142760, -1.255006, -2.166498], [1.218513, 1.859792, -0.874565], [0.921335, 1.165571, 1.785025], [2.250004, -1.270048, 0.252808], [-1.370801, 1.896628, -1.191598], [-1.575551, 0.726288, 1.438239], [-1.256721, -3.826958, 2.246582], [1.726026, 4.085393, -1.781074], [4.466381, -1.432768, -0.601355], [4.099254, -1.386508, 1.755226], [4.974096, -1.416836, 0.688003], [0.211546, 1.209723, 2.849769], [0.481704, -1.499954, -3.297191], [2.453619, -2.251711, -4.388780], [-1.370597, -2.788434, 1.153513], [1.093621, -1.997759, -4.433732], [2.743929, -1.297678, 1.485965], [-4.656759, -3.777150, -0.318356], [-2.495805, -2.813589, 0.253676], [-3.752436, -1.988118, -1.659772], [-2.224478, 1.470633, 3.680028], [-1.285090, 4.335137, -1.816893], [0.843620, 2.943128, -1.423855], [-1.251644, 1.090404, 2.616311], [-4.752894, -2.881562, -1.399621], [-3.548706, -3.731642, 0.478874], [-2.585722, -1.919152, -0.855587], [2.449195, -1.531346, -2.109469], [0.757106, 1.483416, 4.211843], [3.094835, -1.385156, -0.780080], [3.140166, -2.027109, -3.209049], [-0.623644, 2.988751, -1.751891], [2.871241, 2.193119, 0.847963], [-3.175391, 2.130953, 0.441927], [-5.452011, -4.480725, -0.115498], [-5.634801, -2.897128, -2.028170], [5.136970, -1.466222, -1.446910], [0.515338, -2.183322, -5.327477], [0.639744, 0.602289, 4.847189], [1.543424, 4.385000, -2.814169], [-1.296924, 4.770290, -0.814306], [1.515840, 4.933633, -1.128912], [-0.298596, -3.694470, 2.742118], [-0.580850, -1.297883, -3.276794], [-2.057532, -3.697919, 2.976197], [-2.176855, 2.545694, 3.859992], [-3.821086, -1.279141, -2.475233], [4.191564, -2.260488, -3.138043], [-1.988782, 0.948606, 4.608631], [-1.324203, -4.836966, 1.844048], [2.020644, -1.242843, 2.289024], [1.810508, 1.733833, 4.137620], [-2.311208, 4.229364, -2.151446], [2.972135, -2.642113, -5.254667], [-3.230037, 1.224545, 3.353982], [2.764614, 3.799420, -1.647475], [-0.744863, 4.994150, -2.493061], [-3.483308, -4.410222, 1.318643], [6.043144, -1.432198, 0.852313], [0.215858, 2.304516, 4.681257], [4.454936, -1.386423, 2.775157]], "forces_ev_per_angstrom": [[-0.1, -0.6, -0.2], [0.0, 0.0, 0.0], [0.0, 0.0, 0.0], [0.0, 0.0, 0.0], [0.0, 0.0, 0.0], [0.0, -0.1, 0.0], [0.0, 0.1, 0.0], [0.0, 0.0, 0.0], [0.0, 0.0, 0.0], [0.0, 0.0, 0.0], [0.0, 0.0, 0.0], [-0.1, 0.0, -0.1], [-0.1, 0.1, 0.0], [0.2, 0.2, 0.0], [0.1, 0.0, 0.1], [-0.1, 0.1, 0.0], [0.1, -0.2, 0.0], [-0.1, 0.1, 0.1], [0.0, 0.0, 0.0], [0.0, 0.0, 0.0], [0.0, 0.0, 0.0], [0.0, 0.0, 0.0], [0.0, 0.0, 0.0], [0.2, 0.1, 0.1], [0.0, 0.0, -0.1], [0.0, 0.0, 0.0], [0.1, -0.1, 0.2], [0.0, 0.0, 0.0], [0.0, -0.1, 0.0], [0.0, 0.0, 0.0], [0.0, 0.1, -0.1], [0.1, 0.1, -0.1], [0.0, 0.0, -0.1], [0.0, 0.0, 0.0], [0.0, 0.0, 0.0], [-0.2, -0.1, 0.0], [0.0, -0.1, 0.1], [0.0, 0.0, 0.0], [-0.1, -0.1, 0.0], [0.1, 0.0, -0.1], [0.0, 0.0, -0.1], [0.0, 0.0, 0.1], [0.0, 0.0, 0.0], [-0.1, 0.2, 0.0], [0.0, 0.0, 0.1], [0.1, 0.1, 0.1], [0.0, 0.0, 0.0], [0.0, 0.0, 0.0], [0.0, 0.0, 0.0], [0.0, 0.0, 0.0], [0.0, 0.0, 0.0], [0.0, 0.0, 0.0], [0.0, 0.0, 0.0], [0.0, 0.0, 0.0], [0.0, 0.0, 0.0], [0.0, 0.0, 0.1], [0.0, 0.0, 0.0], [0.0, 0.0, 0.0], [0.0, 0.0, 0.0], [0.0, 0.0, 0.0], [0.0, 0.0, 0.0], [0.0, 0.0, 0.0], [0.0, 0.0, 0.0], [0.0, 0.0, 0.0], [0.0, 0.0, 0.0], [0.0, 0.0, 0.0], [0.0, 0.0, 0.0], [0.0, 0.0, 0.0], [0.0, 0.0, 0.0], [0.0, 0.0, 0.0], [0.0, 0.0, 0.0], [0.0, 0.0, 0.0], [0.0, 0.0, 0.0]]}

***

3.
{"formula": "C26H27Br2CaN5O3", "method": "ωB97M-V/def2-TZVPD", "lumo_ev": -5.3954, "gap_ev": 9.162, "relative_energy_ev": 0.067, "charge": 2, "symbols": ["Br", "Br", "Ca", "O", "O", "O", "N", "N", "N", "N", "N", "C", "C", "C", "C", "C", "C", "C", "C", "C", "C", "C", "C", "C", "C", "C", "C", "C", "C", "C", "C", "C", "C", "C", "C", "C", "C", "H", "H", "H", "H", "H", "H", "H", "H", "H", "H", "H", "H", "H", "H", "H", "H", "H", "H", "H", "H", "H", "H", "H", "H", "H", "H", "H"], "xyz": [[0.021867, 5.609832, -3.997060], [1.519063, -1.504160, -6.741386], [-0.563846, -0.234474, -0.065508], [-2.657137, 0.646880, -0.000850], [-0.592913, -0.402486, 2.269766], [-0.371476, 1.692804, 2.940058], [-4.390771, -0.545336, -0.787876], [-0.218472, -0.694365, -2.513532], [-1.871851, -2.385802, -0.020212], [-0.021925, 1.778891, -1.381811], [-0.745063, 1.289126, 5.430866], [0.197272, 0.320487, -3.288850], [0.363670, -2.236971, -4.254358], [0.727629, 0.109402, -4.552895], [2.522885, -1.296927, 2.309206], [2.207645, -2.247851, 1.348171], [0.088546, 1.693437, -2.715939], [0.095718, 2.817803, -3.526521], [-2.045925, -4.565258, 0.961065], [-1.410320, -3.349733, 0.785345], [-4.862088, 1.384327, 0.594196], [-0.824380, 0.075674, 4.630670], [-3.565916, -1.487919, -1.535274], [-3.222520, -4.798066, 0.269079], [2.297352, -0.546019, -0.354982], [-0.134097, -1.935384, -3.002151], [-0.076625, 4.166199, -1.555825], [0.808779, -1.185878, -5.041988], [-0.587983, 0.423262, 3.170554], [-3.023301, -2.606775, -0.673759], [-0.100630, 2.991874, -0.829098], [-3.882541, 0.471122, -0.082554], [0.015398, 4.069938, -2.935149], [2.705713, 0.030635, 1.945842], [2.094072, -1.875428, 0.012492], [-3.717071, -3.800821, -0.557264], [2.589958, 0.410335, 0.613827], [-1.623484, -5.308971, 1.621393], [0.143696, 2.735865, -4.602063], [-5.554512, 1.809918, -0.132238], [1.901623, -2.624920, -0.746354], [-2.747029, -0.938357, -1.999889], [0.006824, 1.266474, 6.105970], [2.765809, 1.438303, 0.323399], [1.095356, 0.930300, -5.150221], [2.089760, -3.285758, 1.632639], [-4.180590, -1.900675, -2.332694], [2.646674, -1.597937, 3.341532], [-1.796746, -0.413995, 4.696564], [-0.189570, 3.025256, 0.251710], [2.966791, 0.768512, 2.693459], [-0.486807, -2.730340, -2.354076], [-0.490018, -3.130328, 1.314682], [-1.603177, 1.491429, 5.924913], [-0.080771, -0.672090, 4.910489], [0.409538, -3.259052, -4.601185], [-4.322902, 2.185440, 1.089466], [-5.392315, -0.647870, -0.822179], [-3.747415, -5.738476, 0.370107], [2.289388, -0.272314, -1.403284], [-5.447492, 0.831719, 1.330060], [-4.634199, -3.948229, -1.112194], [-0.423840, 2.116142, 3.846452], [-0.137507, 5.124980, -1.062150]], "forces_ev_per_angstrom": [[0.0, 0.0, 0.0], [0.0, 0.0, 0.0], [0.0, -0.1, 0.0], [0.0, 0.0, 0.0], [-0.1, 0.0, 0.0], [0.0, 0.0, 0.0], [0.0, 0.0, 0.0], [0.0, 0.0, 0.0], [0.0, 0.0, 0.0], [0.0, 0.0, 0.0], [0.0, 0.0, 0.0], [0.0, 0.0, 0.0], [0.0, 0.0, 0.0], [0.0, 0.0, 0.0], [0.0, 0.0, 0.0], [0.0, 0.0, 0.0], [0.0, 0.0, 0.0], [0.0, 0.0, 0.0], [0.0, 0.0, 0.0], [0.0, 0.0, 0.0], [0.0, 0.0, 0.0], [0.0, 0.0, 0.0], [0.0, 0.0, 0.0], [0.0, 0.0, 0.0], [0.1, 0.0, 0.0], [0.0, 0.0, 0.0], [0.0, 0.0, 0.0], [0.0, 0.0, 0.0], [0.0, 0.0, 0.0], [0.0, 0.0, 0.0], [0.0, 0.0, 0.0], [-0.1, 0.0, 0.0], [0.0, 0.0, 0.0], [0.0, 0.0, 0.0], [0.0, 0.0, 0.0], [0.0, 0.0, 0.0], [0.0, 0.0, 0.0], [0.0, 0.0, 0.0], [0.0, 0.0, 0.0], [0.0, 0.0, 0.0], [0.0, 0.0, 0.0], [0.0, 0.0, 0.0], [0.0, 0.0, 0.0], [0.0, 0.0, 0.0], [0.0, 0.0, 0.0], [0.0, 0.0, 0.0], [0.0, 0.0, 0.0], [0.0, 0.0, 0.0], [0.0, 0.0, 0.0], [0.0, 0.0, 0.0], [0.0, 0.0, 0.0], [0.0, 0.0, 0.0], [0.0, 0.0, 0.0], [0.0, 0.0, 0.0], [0.0, 0.0, 0.0], [0.0, 0.0, 0.0], [0.0, 0.0, 0.0], [0.0, 0.0, 0.0], [0.0, 0.0, 0.0], [0.0, 0.0, 0.0], [0.0, 0.0, 0.0], [0.0, 0.0, 0.0], [0.0, 0.0, 0.0], [0.0, 0.0, 0.0]]}

***

4.
{"formula": "C26H27CrN3OS", "method": "ωB97M-V/def2-TZVPD", "s2": 6.03, "multiplicity": 5, "lumo_ev": [0.6220, 0.4108], "gap_ev": [7.404, 7.480], "relative_energy_ev": 0.286, "symbols": ["Cr", "S", "O", "N", "N", "N", "C", "C", "C", "C", "C", "C", "C", "C", "C", "C", "C", "C", "C", "C", "C", "C", "C", "C", "C", "C", "C", "C", "C", "C", "C", "C", "H", "H", "H", "H", "H", "H", "H", "H", "H", "H", "H", "H", "H", "H", "H", "H", "H", "H", "H", "H", "H", "H", "H", "H", "H", "H", "H"], "xyz": [[9.666192, 18.099750, 4.311719], [8.756758, 9.078029, 4.662992], [6.174474, 9.435115, 5.183993], [9.737815, 20.117504, 4.618239], [11.795502, 18.543939, 4.344677], [7.514372, 18.488398, 4.614967], [6.887666, 7.236559, 4.574352], [12.508685, 17.776038, 3.271312], [7.397362, 19.871480, 5.096042], [8.265735, 22.106434, 4.943833], [6.104645, 21.752890, 5.832183], [9.388917, 12.715326, 3.404135], [7.095650, 8.661186, 4.921057], [12.094785, 19.957772, 4.357787], [8.036839, 11.593134, 5.539466], [9.338282, 16.192160, 4.289387], [8.627244, 10.778714, 4.564968], [12.562420, 22.590611, 4.747313], [8.208819, 12.959496, 5.501075], [11.241782, 22.163725, 4.792281], [13.640295, 21.734361, 4.458239], [8.484194, 20.739186, 4.884353], [9.132388, 14.954964, 4.354283], [13.387007, 20.399202, 4.229464], [6.166544, 20.412837, 5.502569], [7.125121, 22.631280, 5.470590], [10.968022, 20.824116, 4.587006], [6.818319, 18.440292, 3.320130], [12.201324, 17.960681, 5.633525], [9.201873, 11.346426, 3.439163], [6.875110, 17.493440, 5.535197], [8.888938, 13.560074, 4.389212], [11.996957, 16.819515, 3.161196], [6.076433, 6.804254, 5.199392], [13.620738, 17.545635, 3.460260], [5.271231, 22.050978, 6.489040], [7.477078, 17.421926, 6.464148], [6.849901, 16.506930, 5.065816], [5.839870, 17.892578, 5.741926], [6.642154, 7.187091, 3.516103], [11.765297, 16.938374, 5.730368], [10.428899, 22.878179, 4.946379], [12.484114, 18.367967, 2.350096], [7.434167, 11.050173, 6.282423], [7.014101, 23.690686, 5.575717], [11.908638, 18.577189, 6.470646], [12.849159, 23.585409, 5.005769], [14.210561, 19.652161, 4.099518], [5.768757, 18.636120, 3.565258], [5.290753, 19.767429, 5.587500], [10.039226, 13.095626, 2.614943], [8.030523, 13.580033, 6.371248], [7.805446, 6.671118, 4.678602], [9.494039, 10.699419, 2.653173], [14.626977, 22.151798, 4.285718], [7.204815, 19.270856, 2.663780], [6.928702, 17.431009, 2.908299], [8.942673, 22.805946, 4.437434], [13.294282, 17.915854, 5.621221]], "forces_ev_per_angstrom": [[-0.3, 2.8, 0.4], [0.3, -0.7, 0.3], [1.6, -1.3, -0.2], [-0.5, 1.3, -0.1], [0.4, -1.2, -0.7], [0.8, -0.2, 0.6], [-0.8, -1.0, 0.6], [0.9, 0.2, 0.0], [-0.9, 0.5, -0.3], [0.7, 1.2, -1.1], [-1.0, 0.5, 1.0], [0.4, 0.2, -0.9], [-2.3, 1.0, -0.1], [-1.0, 0.4, -0.1], [0.0, -0.9, 0.5], [-0.2, -4.7, 0.0], [-0.3, 1.6, -0.6], [1.1, -0.8, 0.0], [0.8, 0.4, -0.8], [0.0, 0.9, 0.0], [-0.5, 1.1, -0.4], [2.0, -1.5, -0.2], [0.6, 3.3, -0.2], [0.5, -1.0, 0.4], [1.1, -0.8, 0.0], [-1.1, -0.8, 0.4], [-0.5, -2.3, -0.3], [0.0, 0.5, -0.2], [0.2, -1.0, 0.1], [-0.2, 0.5, 1.2], [-0.4, 1.0, 0.3], [-0.2, -1.1, 1.1], [0.1, 0.0, -0.2], [0.5, 0.2, -0.6], [-1.5, 0.5, 0.2], [0.2, 0.3, -0.9], [-0.5, 0.1, -0.5], [0.0, 0.3, 0.0], [0.9, -0.9, 0.1], [-0.3, 0.0, -0.1], [0.4, 0.7, 0.0], [1.1, -0.4, 0.2], [-0.2, -0.3, 0.1], [0.6, 0.8, 0.1], [-0.1, 0.4, 0.1], [-0.3, 0.2, 0.1], [-0.3, 0.8, -0.1], [-0.8, 0.9, -0.1], [-0.1, 0.0, -0.6], [0.2, 0.3, 0.3], [-0.5, 0.3, 0.0], [-0.6, 0.0, -0.2], [0.2, -0.2, 0.2], [0.6, -0.3, -0.7], [0.0, -0.1, 0.4], [-0.4, -1.1, 0.5], [0.0, 0.4, -0.2], [-0.5, -0.6, 0.5], [0.0, -0.2, 0.3]]}